This record from the Open Molecules 2025 dataset describes a 2-piece molecular cluster, C2H10N2S2 overall at a distorted geometry. The level of theory is ωB97M-V/def2-TZVPD.

```
16
Properties=species:S:1:pos:R:3
C 1.40 0.20 -0.61
C 0.41 -0.79 0.02
N 1.06 -2.11 0.09
N 0.84 1.54 -0.54
H 2.34 0.13 -0.05
H 1.57 -0.07 -1.66
H 0.17 -0.37 1.00
H -0.46 -0.84 -0.62
H 0.39 -2.78 0.44
H 1.75 -2.06 0.84
H 1.08 1.96 0.35
H 1.28 2.14 -1.23
S -2.87 -0.20 1.24
S -2.78 1.95 0.58
H -4.06 -0.52 0.72
H -2.10 1.82 -0.57
```

Its multiplicity is 2. The value obtained for the HOMO-LUMO gap (alpha / beta) is 3.84 / 7.43 eV. As for the HOMO energy (alpha / beta): -0.253 / -3.860 eV. The value obtained for the relative energy (zero: lowest compared OMol25 entry of this formula, charge and spin) is 15.1 kJ/mol. The electronic energy comes out at -26886.4634 eV. For the LUMO energy (alpha / beta), the calculation gives 3.6 / 3.6 eV. As for the charge: -1. As for the largest force on an atom: 0.048 Eh/bohr.

This record from the Open Molecules 2025 dataset describes C5H11N2P in the gas phase at a distorted geometry. The level of theory is ωB97M-V/def2-TZVPD.

```
19
Properties=species:S:1:pos:R:3
C -0.18 1.24 0.54
C -0.66 0.03 -0.06
C 0.71 2.23 -0.07
C -1.84 -0.67 0.59
C 1.12 -1.27 -1.35
N 0.62 -1.39 2.60
N 0.54 -0.86 -0.11
P 1.10 -1.79 1.23
H -0.26 1.46 1.53
H -1.02 0.17 -1.24
H -0.02 3.00 -0.68
H 1.22 1.67 -0.75
H 1.33 2.68 0.63
H -1.59 -0.74 1.64
H -2.18 -1.54 -0.03
H -2.84 0.06 0.59
H 0.84 -0.73 -2.25
H 2.29 -1.18 -1.32
H 0.83 -2.37 -1.47
```

Its multiplicity is 1. The value obtained for the HOMO-LUMO gap (alpha / beta) is 9.66 / 6.37 eV. As for the HOMO energy (alpha / beta): -9.268 / -7.654 eV. The value obtained for the relative energy (zero: lowest compared OMol25 entry of this formula, charge and spin) is 490.5 kJ/mol. The electronic energy comes out at -17626.7813 eV. For the LUMO energy (alpha / beta), the calculation gives 0.4 / -1.3 eV. As for the largest force on an atom: 0.093 Eh/bohr.

This record from the Open Molecules 2025 dataset describes a 9-piece molecular cluster, C78H114N6O18 overall at a distorted geometry. The level of theory is ωB97M-V/def2-TZVPD.

```
216
Properties=species:S:1:pos:R:3
O 0.87 4.14 -4.86
C 0.62 2.97 -4.77
C -0.81 2.52 -4.76
C -1.76 3.47 -4.54
C -3.13 3.08 -4.50
C -3.38 1.74 -4.79
C -2.46 0.79 -5.06
C -1.12 1.14 -4.92
C -0.03 0.16 -5.17
O -0.37 -0.97 -5.33
C 1.38 0.59 -5.00
C 2.38 -0.37 -4.88
C 3.61 0.07 -4.44
C 3.93 1.40 -4.25
C 3.00 2.34 -4.49
C 1.68 1.94 -4.72
H -1.47 4.49 -4.45
H -3.90 3.81 -4.35
H -4.44 1.44 -4.67
H -2.74 -0.23 -5.20
H 2.13 -1.41 -5.01
H 4.41 -0.61 -4.32
H 4.97 1.73 -4.16
H 3.14 3.44 -4.54
O 4.97 5.86 1.09
C 4.24 5.27 0.32
C 3.20 5.96 -0.46
C 3.20 7.39 -0.57
C 2.29 7.98 -1.43
C 1.31 7.19 -2.10
C 1.36 5.83 -2.02
C 2.23 5.19 -1.20
C 2.37 3.68 -1.18
O 1.51 2.96 -1.58
C 3.62 3.11 -0.65
C 3.87 1.71 -0.91
C 5.04 1.18 -0.44
C 5.85 1.96 0.44
C 5.63 3.30 0.65
C 4.53 3.88 0.08
H 3.94 7.91 0.04
H 2.35 9.05 -1.55
H 0.52 7.77 -2.67
H 0.69 5.23 -2.53
H 3.13 1.13 -1.53
H 5.38 0.15 -0.68
H 6.71 1.49 0.96
H 6.24 3.88 1.28
O -2.65 -3.41 -3.48
C -1.76 -2.73 -3.06
C -0.30 -3.23 -3.21
C -0.01 -4.46 -3.81
C 1.36 -4.82 -3.97
C 2.43 -4.01 -3.51
C 2.10 -2.82 -2.84
C 0.79 -2.46 -2.65
C 0.50 -1.10 -2.21
O 1.45 -0.39 -1.82
C -0.90 -0.58 -2.15
C -1.07 0.70 -1.61
C -2.36 1.18 -1.56
C -3.45 0.47 -2.01
C -3.30 -0.82 -2.46
C -2.01 -1.35 -2.52
H -0.77 -5.14 -4.16
H 1.56 -5.78 -4.43
H 3.47 -4.07 -3.74
H 2.93 -2.17 -2.42
H -0.25 1.33 -1.29
H -2.53 2.15 -1.09
H -4.45 0.86 -1.90
H -4.18 -1.39 -2.83
C 2.22 -8.56 -0.20
O 2.21 -7.71 0.94
C 1.53 -6.38 0.73
C 2.04 -5.62 -0.49
N 3.44 -5.14 -0.48
C 3.85 -4.35 0.70
C 5.07 -3.56 0.26
O 5.47 -2.94 1.47
C 6.58 -2.10 1.34
H 1.19 -8.88 -0.44
H 2.69 -9.53 0.14
H 2.71 -8.12 -1.08
H 1.69 -5.92 1.69
H 0.52 -6.54 0.59
H 1.39 -4.75 -0.66
H 1.94 -6.25 -1.38
H 3.98 -6.01 -0.47
H 4.14 -4.96 1.56
H 3.01 -3.66 0.93
H 4.79 -2.89 -0.55
H 5.80 -4.25 -0.06
H 6.19 -1.17 1.76
H 6.89 -1.95 0.26
H 7.49 -2.43 2.00
C -1.40 -3.81 0.43
O -1.75 -2.43 0.65
C -3.14 -2.33 0.84
C -3.46 -2.71 2.29
N -3.12 -1.57 3.19
C -2.93 -1.97 4.53
C -3.14 -0.75 5.44
O -4.56 -0.44 5.51
C -4.66 0.88 6.05
H -1.92 -4.00 -0.49
H -1.79 -4.51 1.21
H -0.32 -3.96 0.23
H -3.69 -2.99 0.19
H -3.38 -1.37 0.40
H -2.93 -3.65 2.50
H -4.61 -2.92 2.36
H -3.80 -0.88 3.12
H -1.95 -2.33 4.71
H -3.63 -2.72 4.98
H -2.56 0.11 5.09
H -2.83 -1.03 6.46
H -5.71 1.15 6.14
H -4.13 1.64 5.49
H -4.20 0.88 7.04
C -2.28 5.20 -1.07
O -3.66 5.45 -1.11
C -4.19 6.38 -0.18
C -4.51 5.79 1.19
N -5.30 6.78 1.93
C -5.52 6.37 3.29
C -6.53 7.21 3.98
O -7.68 7.38 3.18
C -9.02 7.69 3.67
H -1.88 5.64 -1.99
H -2.19 4.14 -0.97
H -1.68 5.69 -0.24
H -5.12 6.73 -0.64
H -3.53 7.24 -0.18
H -3.56 5.67 1.74
H -4.99 4.79 1.06
H -6.21 7.03 1.45
H -4.55 6.30 3.77
H -5.90 5.33 3.33
H -6.12 8.21 4.15
H -6.85 6.73 4.92
H -9.74 7.40 2.87
H -9.14 8.77 3.73
H -9.18 7.08 4.56
C 3.40 5.92 3.53
O 2.26 5.07 3.80
C 2.06 4.09 2.79
C 0.62 3.63 3.03
N -0.38 4.62 2.81
C -1.78 4.14 3.16
C -2.39 3.13 2.15
O -3.69 2.76 2.64
C -4.42 1.95 1.78
H 3.25 6.45 2.58
H 4.32 5.33 3.58
H 3.42 6.60 4.40
H 2.80 3.24 2.85
H 2.16 4.47 1.76
H 0.65 3.39 4.08
H 0.41 2.72 2.48
H -0.16 5.47 3.30
H -2.37 5.07 3.13
H -1.92 3.65 4.18
H -1.83 2.23 2.14
H -2.50 3.62 1.16
H -5.21 1.51 2.36
H -3.82 1.11 1.35
H -4.86 2.64 1.02
C -1.91 -7.60 0.49
O -0.93 -7.65 -0.57
C -1.53 -7.58 -1.84
C -0.57 -8.03 -2.90
N -1.01 -7.44 -4.11
C -0.24 -7.87 -5.29
C -0.52 -7.01 -6.63
O -1.89 -7.13 -6.93
C -2.66 -6.01 -6.80
H -2.40 -6.65 0.35
H -1.35 -7.68 1.41
H -2.58 -8.50 0.41
H -1.78 -6.46 -2.10
H -2.48 -8.10 -1.86
H -0.52 -9.15 -2.92
H 0.41 -7.66 -2.66
H -1.99 -7.58 -4.14
H -0.36 -8.93 -5.49
H 0.80 -7.74 -4.93
H 0.00 -7.33 -7.52
H -0.41 -5.97 -6.44
H -2.26 -5.22 -6.19
H -3.61 -6.31 -6.31
H -2.79 -5.58 -7.75
C 0.81 -3.76 3.94
O 1.25 -2.99 2.89
C 1.30 -1.59 3.13
C 2.67 -1.18 2.62
N 3.21 0.14 3.09
C 4.30 -0.05 4.07
C 4.90 1.26 4.46
O 6.05 1.53 3.65
C 6.64 2.64 4.23
H -0.35 -3.69 3.96
H 1.21 -3.49 5.00
H 1.15 -4.83 3.76
H 1.41 -1.41 4.23
H 0.41 -1.03 2.77
H 2.64 -1.02 1.50
H 3.41 -1.96 2.78
H 3.65 0.60 2.29
H 5.08 -0.73 3.74
H 3.85 -0.55 4.92
H 5.32 1.17 5.52
H 4.17 2.05 4.41
H 7.12 2.47 5.18
H 5.91 3.41 4.31
H 7.33 3.01 3.41
```

Its multiplicity is 1. The value obtained for the HOMO-LUMO gap is 7.60 eV. As for the HOMO energy: -8.589 eV. The value obtained for the relative energy (zero: lowest compared OMol25 entry of this formula, charge and spin) is 139.9 kJ/mol. The electronic energy comes out at -128519.5724 eV. For the LUMO energy, the calculation gives -1.0 eV. As for the largest force on an atom: 0.074 Eh/bohr.

This record from the Open Molecules 2025 dataset describes C28H20F3N2OS3SbZr as an isolated structure at a distorted geometry. The level of theory is ωB97M-V/def2-TZVPD.

```
59
Properties=species:S:1:pos:R:3
Zr -0.42 0.58 -0.21
S -1.52 -0.35 1.77
C -2.64 0.98 2.15
C -3.50 0.74 3.22
C -4.44 1.69 3.60
C -5.33 1.43 4.68
N -6.04 1.20 5.54
C -4.53 2.90 2.88
C -3.67 3.14 1.82
C -2.72 2.19 1.44
S -1.65 2.65 0.08
C -5.50 3.87 3.26
N -6.27 4.65 3.56
H -3.43 -0.19 3.76
H -3.74 4.07 1.28
F 2.75 4.49 0.64
C 2.60 3.18 0.69
C 1.59 2.65 1.49
C 1.37 1.26 1.48
C 2.18 0.43 0.68
C 3.24 0.99 -0.04
C 3.45 2.36 -0.04
Sb 1.57 -1.64 0.20
C 3.57 -2.41 -0.19
C 4.57 -2.14 0.74
C 5.81 -2.71 0.60
C 6.04 -3.58 -0.46
F 7.23 -4.15 -0.58
C 5.04 -3.87 -1.38
C 3.80 -3.29 -1.24
C 1.06 -0.84 -1.84
C 0.49 -1.74 -2.74
C -0.05 -1.32 -3.95
C -0.08 0.03 -4.24
F -0.66 0.46 -5.35
C 0.48 0.97 -3.37
C 1.08 0.53 -2.19
H 1.03 3.30 2.14
H 0.72 0.83 2.25
H 3.90 0.34 -0.60
H 4.27 2.80 -0.61
H 4.36 -1.48 1.58
H 6.61 -2.50 1.30
H 5.26 -4.55 -2.20
H 3.02 -3.52 -1.95
H 0.49 -2.80 -2.49
H -0.44 -2.03 -4.66
H 0.50 2.01 -3.66
H 1.66 1.27 -1.63
C -4.20 -0.22 -0.78
S -2.96 -1.18 -1.69
C -2.75 -2.55 -0.53
O -1.68 -0.33 -1.42
H -3.91 -0.13 0.27
H -5.16 -0.72 -0.85
H -4.27 0.76 -1.25
H -3.64 -3.18 -0.58
H -2.60 -2.19 0.49
H -1.89 -3.14 -0.86
```

Its multiplicity is 1. The value obtained for the HOMO-LUMO gap is 6.40 eV. As for the HOMO energy: -14.221 eV. The value obtained for the relative energy (zero: lowest compared OMol25 entry of this formula, charge and spin) is 171.3 kJ/mol. The electronic energy comes out at -82848.0879 eV. For the LUMO energy, the calculation gives -7.8 eV. As for the charge: +2. As for the largest force on an atom: 0.031 Eh/bohr.

Q: Which value of multiplicity does entry 3 give?
A: 1